No. 1
Density functional theory data (ωB97M-V/def2-TZVPD) for a 2-piece molecular cluster, CH3IS2 overall.

Geometry (Å):
C  0.3784  0.2914  0.0731
S  1.3328  -1.0451  0.7470
S  1.1687  -2.4802  -0.4931
I  -3.0961  1.3968  0.0152
H  0.3228  0.1824  -1.0895
H  0.6786  1.2708  0.4810
H  -0.7851  0.3840  0.2663

HOMO-LUMO gap (spin up / spin down) in eV: 5.21 / 7.65
HOMO level (spin up / spin down) in eV: -8.642 / -9.351
Multiplicity: 1

=====

No. 2
Density functional theory data (ωB97M-V/def2-TZVPD) for C36H28AgI2N6O3P2SSe2 as an isolated structure.

Geometry (Å):
Ag  0.1894  -0.4927  -0.0919
Se  3.1998  3.4099  4.8680
P  1.1076  3.1779  4.7214
C  0.2690  4.7609  4.4466
C  -0.6365  4.9516  3.4074
C  -1.1923  6.2086  3.1936
C  -0.8588  7.2677  4.0230
C  0.0425  7.0793  5.0662
C  0.6154  5.8336  5.2711
C  0.4277  2.4620  6.2472
C  -0.5123  3.1105  7.0367
C  -0.9532  2.5193  8.2177
C  -0.4621  1.2822  8.6026
C  0.4718  0.6263  7.8056
C  0.9188  1.2150  6.6343
C  0.4803  2.0805  3.4550
C  0.9953  1.3420  2.3919
N  -0.0534  0.6800  1.8585
N  -1.1500  0.9819  2.5420
N  -0.8472  1.8189  3.5141
P  2.6480  1.1911  1.7105
Se  2.8602  -0.1069  -0.0019
C  3.0874  2.8605  1.1686
C  4.3590  3.4191  1.2062
C  4.5780  4.6740  0.6588
C  3.5322  5.3778  0.0767
C  2.2616  4.8201  0.0316
C  2.0398  3.5620  0.5710
C  3.6282  0.4368  3.0431
C  3.0021  -0.6452  3.6646
C  3.6653  -1.3719  4.6423
C  4.9628  -1.0279  5.0021
C  5.5860  0.0460  4.3848
C  4.9210  0.7811  3.4128
H  -0.9158  4.1226  2.7731
H  -1.8888  6.3560  2.3774
H  -1.2929  8.2462  3.8511
H  0.3106  7.9086  5.7096
H  1.3526  5.6898  6.0528
H  -0.9161  4.0655  6.7250
H  -1.6888  3.0255  8.8307
H  -0.8076  0.8244  9.5231
H  0.8533  -0.3439  8.1009
H  1.6599  0.7151  6.0186
H  5.1810  2.8958  1.6706
H  5.5688  5.1096  0.7020
H  3.7057  6.3633  -0.3387
H  1.4380  5.3647  -0.4162
H  1.0453  3.1310  0.5369
H  1.9871  -0.9085  3.3892
H  3.1646  -2.2026  5.1276
H  5.4846  -1.5936  5.7647
H  6.5910  0.3296  4.6731
H  5.4119  1.6348  2.9716
I  -0.2552  -3.3183  1.2601
C  -1.5455  -3.6705  -0.3824
I  -1.8517  -1.9655  -1.6156
H  -2.5075  -3.9707  0.0048
H  -1.0951  -4.4340  -0.9978
O  -3.3204  9.4880  -2.9533
S  -3.5680  8.1152  -3.3378
O  -4.2865  7.3285  -2.3577
O  -3.9985  7.9269  -4.7128
C  -1.9065  7.3657  -3.3865
N  -0.9127  8.1032  -3.9022
C  0.2824  7.5339  -3.9342
C  0.5219  6.2462  -3.4793
C  -0.5740  5.5550  -2.9925
N  -1.7786  6.1140  -2.9385
C  -0.4777  4.1541  -2.4765
C  -1.5280  3.6083  -1.7438
C  -1.4014  2.3236  -1.2472
N  -0.3142  1.5640  -1.4345
C  0.6832  2.0842  -2.1523
C  0.6414  3.3587  -2.6895
H  1.0916  8.1323  -4.3443
H  1.5184  5.8242  -3.4949
H  -2.4172  4.2031  -1.5715
H  -2.1898  1.8860  -0.6422
H  1.5631  1.4630  -2.2716
H  1.4905  3.7169  -3.2579

HOMO-LUMO gap in eV: 6.14
HOMO level in eV: -5.463
Multiplicity: 1
Net charge: -1

=====

No. 3
Density functional theory data (ωB97M-V/def2-TZVPD) for C20H28N2O2S2Tl as an isolated structure.

Geometry (Å):
Tl  0.3243  -0.4325  -0.8178
C  2.0355  -0.0972  2.8854
N  0.7031  -0.1921  2.2903
C  -0.1527  0.9197  2.6463
C  0.3814  2.2177  2.0483
N  0.5555  2.1671  0.5859
C  1.9258  2.4805  0.1731
C  -0.4579  2.9018  -0.1166
C  -0.2924  4.2680  -0.3369
C  -1.2779  5.0348  -0.9351
C  -2.4618  4.4230  -1.3241
C  -2.6332  3.0633  -1.1272
C  -1.6482  2.2681  -0.5223
S  -2.0022  0.5521  -0.3327
C  0.1513  -1.4940  2.3983
C  -0.8921  -1.7909  3.2702
C  -1.4173  -3.0752  3.3410
C  -0.8886  -4.0805  2.5460
C  0.1397  -3.7912  1.6574
C  0.6638  -2.5039  1.5526
S  1.9020  -2.1432  0.3354
H  1.9625  0.0425  3.9756
H  2.5912  0.7394  2.4649
H  2.5973  -1.0003  2.6765
H  -0.2528  1.0525  3.7380
H  -1.1377  0.7300  2.2224
H  1.3442  2.4715  2.4991
H  -0.3148  3.0123  2.3247
H  2.3020  3.4206  0.6025
H  1.9628  2.5225  -0.9132
H  2.5885  1.6713  0.4890
H  0.6273  4.7430  -0.0132
H  -1.1262  6.0963  -1.0870
H  -3.2526  5.0047  -1.7835
H  -3.5438  2.5750  -1.4531
H  -1.3007  -1.0153  3.9074
H  -2.2385  -3.2838  4.0165
H  -1.2889  -5.0865  2.5979
H  0.5285  -4.5596  1.0009
C  1.1233  -2.4488  -3.3706
C  -0.2501  -2.8541  -2.8345
C  -0.1925  -4.2816  -2.2900
O  -0.7552  -1.9810  -1.8750
H  1.4369  -3.1071  -4.1887
H  1.8608  -2.5156  -2.5628
H  1.1073  -1.4177  -3.7325
H  -0.9427  -2.8570  -3.6952
H  0.6213  -4.3628  -1.5612
H  -0.0235  -5.0072  -3.0942
H  -1.1316  -4.5176  -1.7842
C  0.0542  1.1082  -3.3162
O  1.0681  0.8273  -2.3754
H  -0.5969  0.2481  -3.5313
H  0.5167  1.4032  -4.2685
H  -0.6021  1.9322  -3.0025

HOMO-LUMO gap in eV: 7.41
HOMO level in eV: -4.626
Multiplicity: 1
Net charge: -1

=====

No. 4
Density functional theory data (ωB97M-V/def2-TZVPD) for the molecule C4H6.

Geometry (Å):
C  0.8410  0.0697  1.1582
C  -0.3494  0.4260  0.3322
C  -0.7241  -0.2134  -0.8302
C  -0.9108  -1.2498  -1.6205
H  1.5143  0.9221  1.3019
H  1.3917  -0.7483  0.6885
H  0.4675  -0.2324  2.1487
H  -0.9332  1.2896  0.6458
H  -0.6605  0.8812  -1.2019
H  -0.6294  -1.1416  -2.6713

HOMO-LUMO gap (spin up / spin down) in eV: 7.68 / 7.68
HOMO level (spin up / spin down) in eV: -7.860 / -7.864
Multiplicity: 1

=====

No. 5
Density functional theory data (ωB97M-V/def2-TZVPD) for a 2-piece molecular cluster, C6H10N2O3S overall.

Geometry (Å):
C  0.8925  -1.8121  1.8311
C  -2.4574  -0.5021  1.2658
C  0.8735  -2.6873  0.6929
C  -0.9466  -0.8759  0.8855
C  0.4508  1.6734  -0.3926
C  0.8460  2.5971  -1.5022
N  -0.0380  -0.9146  1.8856
N  -0.5507  0.6323  -0.7587
O  -3.0005  0.4528  0.8696
O  -2.6710  -1.4830  1.9669
O  0.8614  1.8133  -2.7483
S  -0.7243  -2.2723  -0.1934
H  1.6569  -2.0139  2.6522
H  1.6132  -2.5984  -0.1288
H  0.7271  -3.6960  1.0531
H  -0.0396  2.1745  0.4407
H  1.3504  1.1420  -0.0594
H  -0.0223  3.1475  -1.7159
H  1.7796  3.0257  -1.2881
H  -0.5961  0.4424  -1.7458
H  -1.5397  0.7291  -0.4576
H  1.5350  1.0256  -2.5527

HOMO-LUMO gap in eV: 7.82
HOMO level in eV: -9.016
Multiplicity: 1

=====

No. 6
Density functional theory data (ωB97M-V/def2-TZVPD) for the molecule C5ClF5N2.

Geometry (Å):
F  -3.2787  0.9045  -0.1436
F  -0.6025  -1.6751  2.5373
F  1.7530  -0.6439  -1.8916
F  1.1958  1.4541  -2.2806
F  2.5906  0.9149  -0.7336
Cl  1.9890  -1.1736  1.2711
N  -1.9435  -0.4340  1.1669
N  -1.0081  0.7226  -0.6556
C  -2.0544  0.3915  0.1165
C  -0.7080  -0.8140  1.4881
C  0.2315  0.3105  -0.3443
C  0.4066  -0.4820  0.7883
C  1.4285  0.5244  -1.3190

SMILES: Fc1nc(F)c(Cl)c(C(F)(F)F)n1
HOMO-LUMO gap in eV: 10.04
HOMO level in eV: -10.960
Multiplicity: 1

=====

ΔE to the lowest compared entry with this formula, charge and spin: 36.1, 16.3, 11.7, 94.7, 71.1, 0.0 (kcal/mol)
Strongest force on any atom: 3.56, 0.46, 0.57, 0.49, 4.32, 2.88 (eV/Å)
Energy: -1133.9024, -8569.1677, -2007.7834, -155.8118, -967.9131, -1259.5812 (Eh)